[1]
Computed, not measured: the ion C4H9F2N2 with charge +1 in a non-equilibrium geometry, with ωB97M-V with the def2-TZVPD basis set.

Structure (XYZ):
```
17
Properties=species:S:1:pos:R:3
C 2.0865 0.9198 1.5090
C 0.7620 0.8425 0.8181
F 0.8348 1.2001 -0.4542
F -0.1087 1.8530 1.2640
C -0.0416 -0.5610 0.8412
N -1.0774 -0.3583 -0.1160
C -0.8197 -0.1205 -1.3718
N -1.5861 0.5682 -2.1168
H 1.9774 2.0420 1.9584
H 2.9092 0.7072 0.8205
H 2.2404 0.2867 2.4392
H -0.3626 -0.7858 1.8142
H 0.7647 -1.3107 0.4149
H -2.0007 0.0402 0.1129
H 0.1569 -0.4563 -1.6381
H -1.3997 0.5557 -3.0772
H -2.4754 0.9947 -1.8128
```

Results
Energy above the lowest of the compared OMol25 structures with the same formula, charge and spin (eV): 0.000
SMILES: CC(F)(F)C/[NH+]=C/N
HOMO-LUMO gap (eV): 11.621
E_tot (Ha): -466.79272
Net charge: +1

---

[2]
Computed, not measured: a structure of composition C4H9F3RuSbSe4 in a non-equilibrium geometry, with ωB97M-V with the def2-TZVPD basis set.

Structure (XYZ):
```
22
Properties=species:S:1:pos:R:3
Ru 1.0849 0.8666 1.4172
Se 0.1341 3.1443 1.3192
Se 2.1787 2.9054 0.4254
Se 2.7936 0.4262 3.1888
Se 2.5936 -1.0938 1.5741
C 1.0028 -1.7326 -1.5932
Sb -0.1303 -0.2085 -0.6063
C -2.0681 -1.0998 -0.4591
C -0.1984 1.3071 -2.1304
H 0.5028 -1.9668 -2.5282
H 1.0455 -2.6166 -0.9582
H 2.0147 -1.3814 -1.7911
H -2.3805 -1.3301 -1.4728
H -2.7806 -0.4223 0.0053
H -1.9856 -2.0131 0.1314
H -0.7083 0.9059 -3.0008
H 0.8271 1.5755 -2.3917
H -0.7290 2.1835 -1.7583
F -0.5288 -1.0863 2.5103
C -0.5130 0.2693 2.4532
F -1.7194 0.6304 1.9626
F -0.4358 0.7372 3.7027
```

Results
Energy above the lowest of the compared OMol25 structures with the same formula, charge and spin (eV): 0.000
HOMO-LUMO gap (alpha / beta) (eV): 7.650 / 7.138
E_tot (Ha): -10398.02036
2S+1: 5
Net charge: +1

---

[3]
Computed, not measured: a cluster of 2 separate species, C4H9FN in total in a non-equilibrium geometry, with ωB97M-V with the def2-TZVPD basis set.

Structure (XYZ):
```
15
Properties=species:S:1:pos:R:3
C -0.1374 -0.5689 -1.2109
C -1.5013 -0.6129 -1.7834
C 0.8857 1.2051 1.5969
C 1.2054 -0.1232 0.8823
N 0.1615 -0.4729 0.0050
F -1.3278 -0.2114 0.9568
H 0.6563 -0.6247 -1.9436
H -1.4451 -0.3894 -2.8679
H -2.1389 -0.0013 -1.1224
H -2.1140 -1.6376 -1.8311
H 0.7490 2.1141 0.9721
H -0.0563 1.0367 2.0911
H 1.7285 1.3547 2.2930
H 1.2317 -0.9682 1.6101
H 2.1028 -0.1002 0.3519
```

Results
Energy above the lowest of the compared OMol25 structures with the same formula, charge and spin (eV): 4.571
HOMO-LUMO gap (eV): 9.615
E_tot (Ha): -312.00861
Net charge: +1

---

[4]
Computed, not measured: an isolated molecule of C4H9FN2S in a non-equilibrium geometry, with ωB97M-V with the def2-TZVPD basis set.

Structure (XYZ):
```
17
Properties=species:S:1:pos:R:3
N -2.0807 1.2967 -0.5802
C -1.7800 0.4857 0.6091
C -1.1455 -0.8294 0.2055
S -2.0961 -2.1163 -0.1500
N 0.1724 -0.8327 0.0516
C 1.1655 0.1454 0.3781
C 2.4331 -0.1360 -0.3910
F 2.8650 -1.4143 -0.0397
H -2.8985 0.9219 -1.0984
H -1.3002 1.2839 -1.2192
H -1.0246 1.0524 1.2306
H -2.6658 0.2001 1.1408
H 0.6412 -1.7349 -0.1116
H 1.4168 0.1271 1.4508
H 0.8351 1.1541 0.1100
H 3.2361 0.5504 -0.1497
H 2.2262 -0.1541 -1.4365
```

Results
Energy above the lowest of the compared OMol25 structures with the same formula, charge and spin (eV): 0.608
SMILES: NCC(=S)NCCF
HOMO-LUMO gap (eV): 8.956
E_tot (Ha): -765.36022
Net charge: 0

---

[5]
Computed, not measured: an isolated molecule of C4H9FN2S in a non-equilibrium geometry, with ωB97M-V with the def2-TZVPD basis set.

Structure (XYZ):
```
17
Properties=species:S:1:pos:R:3
H -1.3125 -2.3039 -1.1787
N -0.5861 -2.0526 -0.3506
C -0.3086 -0.7579 -0.2137
C -0.7501 0.3742 -1.0156
C 0.6429 0.8193 -1.5161
F 0.9218 2.0523 -2.2815
N 0.7430 -0.3341 0.9200
C 0.0720 0.8473 1.6619
S 1.1101 -1.6155 1.8758
H -1.1459 1.3224 -0.4911
H -1.3059 0.0883 -1.9058
H 0.8586 -0.1299 -2.0860
H 1.3635 1.0007 -0.4817
H 0.4427 1.7674 1.1251
H -1.1458 0.8405 1.5960
H 0.3981 0.7315 2.7831
H 0.0023 -2.6499 1.5588
```

Results
Energy above the lowest of the compared OMol25 structures with the same formula, charge and spin (eV): 4.673
SMILES: [H]/N=C(\CCF)N(C)S
HOMO-LUMO gap (eV): 9.100
E_tot (Ha): -765.21081
Net charge: 0

---

[6]
Computed, not measured: an isolated molecule of C4H9FO in a non-equilibrium geometry, with ωB97M-V with the def2-TZVPD basis set.

Structure (XYZ):
```
15
Properties=species:S:1:pos:R:3
C -0.9109 1.6843 0.0838
C -0.0472 0.4289 -0.3423
C 1.3776 0.5103 0.0951
O 1.9441 -0.7378 -0.0221
C -0.5851 -0.8221 0.2170
F -1.8482 -1.1119 -0.0866
H -1.9042 1.5989 -0.3952
H -0.5238 2.5948 -0.2993
H -1.1261 1.7609 1.1158
H -0.0213 0.3412 -1.3463
H 1.3436 0.7502 1.1291
H 1.9246 1.3032 -0.4494
H 2.8649 -0.8083 -0.1635
H 0.0033 -1.6135 -0.2389
H -0.4866 -0.8272 1.2820
```

Results
Energy above the lowest of the compared OMol25 structures with the same formula, charge and spin (eV): 0.703
SMILES: C[C@@H](CO)CF
HOMO-LUMO gap (eV): 11.307
E_tot (Ha): -332.87370
Net charge: 0

---

[7]
Computed, not measured: the ion C4H9I2N2 with charge +1 in a non-equilibrium geometry, with ωB97M-V with the def2-TZVPD basis set.

Structure (XYZ):
```
17
Properties=species:S:1:pos:R:3
C 2.1594 0.3607 0.2355
C 0.7391 -0.1117 0.4553
N -0.1141 0.8722 0.9608
C -1.6738 0.3505 0.5274
I -2.8405 2.0353 -0.0933
C -1.3848 -0.6612 -0.5819
I -1.8698 -2.7082 -0.0031
N 0.0664 -0.5703 -0.8893
H 2.4456 0.9863 1.0800
H 2.2517 0.9555 -0.6752
H 2.8487 -0.4766 0.1857
H 0.6964 -1.0123 1.0845
H 0.0360 1.8047 0.5873
H -2.0778 -0.0740 1.4408
H -1.9612 -0.4415 -1.4825
H 0.4461 -1.4635 -1.2291
H 0.2323 0.1540 -1.6029
```

Results
Energy above the lowest of the compared OMol25 structures with the same formula, charge and spin (eV): 0.000
SMILES: C[C@H]1N[C@@H](I)[C@H](I)[NH2+]1
HOMO-LUMO gap (eV): 9.541
E_tot (Ha): -862.43504
Net charge: +1

---

[8]
Computed, not measured: an isolated molecule of C4H9IN2 in a non-equilibrium geometry, with ωB97M-V with the def2-TZVPD basis set.

Structure (XYZ):
```
16
Properties=species:S:1:pos:R:3
C -1.3560 1.2168 2.3108
C -0.4727 1.3363 1.0220
I 1.0548 3.0257 0.8201
N -0.3936 0.2900 0.3111
N 0.2668 -0.2368 -0.6474
C 1.4246 0.0312 -1.4495
C -0.3256 -1.5914 -0.8939
H -0.8747 1.1932 3.2831
H -2.0342 2.0275 2.3454
H -1.8997 0.3051 2.1629
H 2.0784 0.8363 -1.0448
H 1.9668 -0.9218 -1.5659
H 1.1220 0.3951 -2.3776
H 0.1421 -2.0261 -1.8079
H -0.0446 -2.2885 -0.1338
H -1.3713 -1.4692 -1.0728
```

Results
Energy above the lowest of the compared OMol25 structures with the same formula, charge and spin (eV): 0.376
SMILES: C/C(I)=N/N(C)C
HOMO-LUMO gap (eV): 8.618
E_tot (Ha): -564.91738
Net charge: 0

---

[9]
Computed, not measured: the ion C4H9INS with charge +1 in a non-equilibrium geometry, with ωB97M-V with the def2-TZVPD basis set.

Structure (XYZ):
```
16
Properties=species:S:1:pos:R:3
C 0.4722 1.4337 1.0068
C 0.4334 0.6225 -0.2553
C -0.6724 -0.4810 -0.4237
N 0.3379 -1.4925 -0.8944
C 1.4909 -0.6261 -0.3686
S 3.0435 -0.3416 -1.4118
I 4.5982 0.2182 0.2324
H 0.2138 0.9821 2.1405
H -0.2010 2.3371 0.9449
H 1.5814 1.7682 1.0628
H 0.5211 1.3010 -1.1324
H -1.1461 -0.7732 0.4958
H -1.4353 -0.3524 -1.2572
H 0.1502 -2.4467 -0.5564
H 0.3205 -1.5726 -1.9033
H 1.7625 -0.9478 0.7154
```

Results
Energy above the lowest of the compared OMol25 structures with the same formula, charge and spin (eV): 0.675
SMILES: C[C@@H]1C[NH2+][C@H]1SI
HOMO-LUMO gap (eV): 8.245
E_tot (Ha): -908.13935
Net charge: +1

---

[10]
Computed, not measured: a structure of composition C4H9IO in a non-equilibrium geometry, with ωB97M-V with the def2-TZVPD basis set.

Structure (XYZ):
```
15
Properties=species:S:1:pos:R:3
C 0.5441 1.9834 0.4100
C 0.6690 -1.9176 -0.4380
C 0.0861 0.6973 -0.3619
C 0.2577 -0.6393 0.2550
O -2.1617 -1.1028 0.8071
I -3.1871 0.1462 -0.1361
H 0.9044 2.8037 -0.2933
H 1.4338 1.5948 1.0089
H -0.1828 2.3493 0.9861
H 0.4660 -1.8006 -1.5582
H 1.6230 -1.9779 -0.0804
H 0.0134 -2.7420 0.1049
H 0.2614 0.5771 -1.4404
H -1.1198 0.7915 -0.6342
H 0.3926 -0.7632 1.3704
```

Results
Energy above the lowest of the compared OMol25 structures with the same formula, charge and spin (eV): 4.359
HOMO-LUMO gap (alpha / beta) (eV): 7.293 / 7.294
E_tot (Ha): -530.55159
Net charge: 0

---

[11]
Computed, not measured: a cluster of 2 separate species, C4H9IS in total in a non-equilibrium geometry, with ωB97M-V with the def2-TZVPD basis set.

Structure (XYZ):
```
15
Properties=species:S:1:pos:R:3
C -1.5784 -0.4421 0.5148
C 0.9724 1.7066 0.0082
C -0.8659 -0.7374 -0.7012
C 1.3158 0.2742 -0.2513
S -0.4147 -2.3452 -1.0959
I 2.3414 -0.7871 1.0718
H -2.5772 -0.7312 0.4164
H -1.7130 0.6037 0.8079
H -1.0202 -0.9057 1.3855
H 0.7028 1.7993 1.0588
H 0.2269 1.9980 -0.6191
H 1.8686 2.4294 -0.1019
H -0.9287 -0.0573 -1.4445
H 1.7446 0.1632 -1.1680
H -0.0745 -2.9683 0.1185
```

Results
Energy above the lowest of the compared OMol25 structures with the same formula, charge and spin (eV): 2.904
HOMO-LUMO gap (alpha / beta) (eV): 7.766 / 7.592
E_tot (Ha): -853.54978
Net charge: 0

---

[12]
Computed, not measured: a structure of composition C4H9ISi in a non-equilibrium geometry, with ωB97M-V with the def2-TZVPD basis set.

Structure (XYZ):
```
15
Properties=species:S:1:pos:R:3
C -1.7928 -0.5692 0.9378
C 1.5461 -0.7806 -0.0154
C -0.1717 1.0038 -0.1917
C -0.3494 -0.4989 -0.0267
Si 1.5226 0.8095 -1.0836
I -1.5695 -0.2336 3.0393
H -2.3473 0.2402 0.3204
H -2.3120 -1.4777 0.8519
H 1.8011 -0.8929 1.0597
H 1.6862 -1.7828 -0.6449
H -1.1281 1.4055 -0.5636
H -0.0662 1.4146 0.7559
H -0.7183 -1.0200 -0.8583
H 2.3314 2.0611 -1.1483
H 1.5679 0.3211 -2.4325
```

Results
Energy above the lowest of the compared OMol25 structures with the same formula, charge and spin (eV): 4.089
HOMO-LUMO gap (alpha / beta) (eV): 5.755 / 6.310
E_tot (Ha): -744.69589
2S+1: 3
Net charge: 0

---

[13]
Computed, not measured: the ion C4H9N with charge -1 in a non-equilibrium geometry, with ωB97M-V with the def2-TZVPD basis set.

Structure (XYZ):
```
14
Properties=species:S:1:pos:R:3
C -0.2293 -0.3883 1.4461
C -0.7698 -0.0323 0.0604
N -2.0169 0.7708 -0.0644
C 0.3836 0.2728 -1.0682
C 1.6904 -0.3825 -0.7458
H -0.1966 0.5040 2.0860
H -0.7310 -1.2331 1.9206
H -1.5239 -0.7796 -0.3086
H -2.0217 1.3907 0.7602
H -0.2179 -0.0631 -1.9437
H 0.3313 1.3691 -1.0878
H 0.8528 -0.7016 1.0217
H 1.9624 -1.0814 -1.5293
H 2.4866 0.3546 -0.5472
```

Results
Energy above the lowest of the compared OMol25 structures with the same formula, charge and spin (eV): 2.932
HOMO-LUMO gap (alpha / beta) (eV): 6.436 / 5.337
E_tot (Ha): -212.38373
2S+1: 2
Net charge: -1

---

[14]
Computed, not measured: the ion C4H9N with charge -1 in a non-equilibrium geometry, with ωB97M-V with the def2-TZVPD basis set.

Structure (XYZ):
```
14
Properties=species:S:1:pos:R:3
C 2.1958 -0.1793 0.0974
C 0.8858 0.6527 0.1925
C -0.3090 -0.1518 -0.1738
C -1.5694 0.3240 -0.0248
N -2.7126 -0.3599 -0.4465
H 2.1954 -0.7111 -0.8537
H 3.0797 0.4524 0.1707
H 2.2532 -0.9178 0.8942
H 1.0532 1.4835 -0.4967
H 0.8650 1.0268 1.2208
H -0.3223 -1.2207 -0.2984
H -1.6869 1.3595 0.2717
H -3.3667 -0.4988 0.3251
H -2.5612 -1.2596 -0.8785
```

Results
Energy above the lowest of the compared OMol25 structures with the same formula, charge and spin (eV): 1.228
HOMO-LUMO gap (alpha / beta) (eV): 2.610 / 6.764
E_tot (Ha): -212.44637
2S+1: 2
Net charge: -1

---

[15]
Computed, not measured: an isolated molecule of C4H9N in a non-equilibrium geometry, with ωB97M-V with the def2-TZVPD basis set.

Structure (XYZ):
```
14
Properties=species:S:1:pos:R:3
C 0.7920 1.0761 0.6639
C -0.0973 0.2259 -0.0925
N -1.2343 0.9058 -0.7057
C -0.2729 -1.1766 0.4042
C 0.5156 -0.8614 -0.8797
H 1.6134 1.6937 0.0911
H 0.1915 1.8001 1.2777
H 1.4125 0.4624 1.4214
H -1.8728 1.2849 -0.0294
H -1.8777 0.1847 -1.1174
H 0.3388 -1.6005 1.2694
H -1.2423 -1.6472 0.2932
H 0.1762 -1.3205 -1.7959
H 1.5572 -1.0275 -0.8003
```

Results
Energy above the lowest of the compared OMol25 structures with the same formula, charge and spin (eV): 1.186
SMILES: CC1(N)CC1
HOMO-LUMO gap (eV): 10.215
E_tot (Ha): -212.50757
Net charge: 0

---

[16]
Computed, not measured: a cluster of 2 separate species, C4H9N in total in a non-equilibrium geometry, with ωB97M-V with the def2-TZVPD basis set.

Structure (XYZ):
```
14
Properties=species:S:1:pos:R:3
C 1.0678 -2.2939 0.9110
N 0.7908 -2.3586 2.1381
C -0.3731 -1.5796 2.5782
H 1.8912 -2.8343 0.4426
H 0.3794 -1.9053 0.1434
H -1.2898 -2.1114 2.3147
H -0.4686 -0.6034 2.0908
H -0.2146 -1.3997 3.6404
C -0.8816 2.5275 -3.1506
C -0.3698 3.5284 -2.4406
H -1.9414 2.3243 -3.2086
H -0.1987 1.9719 -3.7815
H -0.9843 4.2418 -1.9072
H 0.6824 3.7577 -2.5469
```

Results
Energy above the lowest of the compared OMol25 structures with the same formula, charge and spin (eV): 1.978
SMILES: C=NC.C=C
HOMO-LUMO gap (eV): 10.713
E_tot (Ha): -212.47849
Net charge: 0